(1)
{"formula": "C20H24N2O3S", "method": "ωB97M-V with the def2-TZVPD basis set", "elements": ["O", "C", "C", "C", "C", "C", "N", "C", "O", "C", "C", "S", "C", "N", "C", "O", "C", "C", "C", "C", "C", "C", "C", "C", "C", "C", "H", "H", "H", "H", "H", "H", "H", "H", "H", "H", "H", "H", "H", "H", "H", "H", "H", "H", "H", "H", "H", "H", "H", "H"], "coordinates": [[-0.389, -0.838, -4.888], [0.182, -0.510, -3.829], [1.386, 0.332, -3.798], [2.702, -0.376, -4.360], [3.672, -0.474, -3.187], [3.060, 0.215, -1.975], [1.712, 0.640, -2.399], [0.881, 1.480, -1.524], [-0.115, 1.929, -2.030], [1.307, 1.895, -0.158], [2.274, 2.995, -0.386], [3.468, 2.987, 1.024], [3.108, 1.287, 1.393], [1.810, 0.906, 0.763], [1.184, -0.245, 1.001], [1.790, -1.104, 1.616], [-0.253, -0.702, 0.547], [-1.366, -0.245, 1.590], [-1.484, -1.310, 2.736], [-2.940, -1.339, 2.887], [-3.618, -2.077, 3.877], [-4.982, -2.048, 4.072], [-5.712, -1.188, 3.184], [-5.069, -0.518, 2.169], [-3.682, -0.643, 1.931], [-2.721, 0.008, 0.930], [-0.204, -0.858, -2.837], [1.257, 1.222, -4.473], [3.160, 0.167, -5.196], [2.516, -1.346, -4.797], [4.494, 0.143, -3.493], [3.882, -1.575, -2.916], [3.623, 1.235, -1.827], [3.103, -0.489, -1.105], [0.418, 2.286, 0.366], [1.751, 3.931, -0.412], [2.752, 2.880, -1.296], [3.859, 0.656, 0.998], [3.168, 1.084, 2.491], [-0.384, -0.318, -0.437], [-0.320, -1.814, 0.372], [-1.082, 0.666, 2.093], [-1.028, -2.331, 2.519], [-0.845, -0.920, 3.614], [-2.963, -2.652, 4.499], [-5.206, -2.589, 4.961], [-6.754, -1.124, 3.379], [-5.747, 0.108, 1.526], [-2.908, 1.058, 0.856], [-2.749, -0.478, -0.070]], "atomic_forces_ev_per_a": [[1.513, 0.807, 2.842], [-2.581, -1.527, -2.897], [1.640, 0.988, -0.360], [-0.766, 0.101, 0.127], [-0.229, -1.324, 0.310], [0.500, 1.819, -0.062], [-0.348, 0.889, 2.738], [0.835, -2.223, -4.000], [-0.831, 0.421, 0.243], [-1.642, -0.277, 1.506], [0.576, 0.972, 2.050], [-0.743, 0.535, -0.518], [-0.739, -1.403, 0.906], [0.921, 2.012, -0.572], [-0.713, -3.408, 0.536], [0.732, -0.474, 0.975], [0.324, 1.012, 0.548], [1.929, -1.114, -1.068], [2.071, 0.401, -0.127], [-2.186, -0.990, 0.771], [0.859, 0.579, -0.668], [1.557, 1.437, -1.522], [0.976, -1.651, 1.787], [-0.747, 0.637, -1.447], [0.284, 0.265, 0.986], [-0.613, -1.472, 0.301], [0.173, 0.104, -0.452], [-0.328, -0.506, 0.965], [-0.405, 0.305, 0.370], [-0.508, -0.348, 0.100], [1.138, -0.613, 0.166], [0.234, 1.868, -0.667], [-0.473, -2.254, 0.480], [-0.267, 1.073, -0.414], [-0.046, 0.203, -0.831], [-0.147, 0.521, 0.086], [1.231, -0.156, -1.699], [0.904, -0.709, -0.633], [-0.637, 0.326, -0.805], [-0.780, 0.792, -0.817], [0.620, 1.108, 0.727], [0.392, 0.465, -0.045], [-0.603, 1.227, -0.103], [-1.385, -0.682, -0.963], [0.018, -0.392, 0.633], [-1.554, -0.232, 0.277], [-0.793, 0.428, -0.288], [1.058, -0.592, 0.459], [-0.145, 0.650, -0.434], [-0.277, 0.402, 0.502]], "nbo_charge": [-0.5211, 0.4349, -0.1636, -0.3866, -0.4172, -0.2222, -0.4817, 0.7062, -0.5877, -0.1643, -0.4896, 0.2198, -0.3559, -0.4386, 0.6807, -0.6372, -0.4608, -0.1977, -0.4185, -0.0460, -0.1785, -0.2245, -0.2085, -0.2158, -0.0033, -0.4165, 0.1251, 0.2437, 0.2194, 0.2288, 0.2220, 0.2224, 0.1818, 0.2220, 0.2362, 0.2485, 0.2095, 0.2059, 0.2445, 0.2041, 0.2399, 0.2041, 0.2252, 0.2259, 0.1973, 0.2226, 0.2121, 0.2162, 0.2225, 0.2145], "homo_ev": -8.791, "spin_multiplicity": 1, "total_charge": 0, "smiles": "O=C[C@@H]1CCCN1C(=O)[C@@H]1CSCN1C(=O)CC1Cc2ccccc2C1", "lumo_ev": 0.3701, "gap_ev": 9.16, "e_tot_ev": -41085.374}


(2)
{"formula": "C20H24N2O4", "method": "ωB97M-V with the def2-TZVPD basis set", "elements": ["O", "C", "C", "C", "C", "C", "C", "C", "C", "O", "N", "C", "C", "C", "C", "C", "O", "N", "C", "C", "C", "C", "C", "O", "C", "C", "H", "H", "H", "H", "H", "H", "H", "H", "H", "H", "H", "H", "H", "H", "H", "H", "H", "H", "H", "H", "H", "H", "H", "H"], "coordinates": [[3.414, -1.396, 1.831], [3.849, -0.387, 1.336], [5.253, 0.089, 1.274], [6.416, -0.477, 1.754], [7.605, 0.214, 1.542], [7.620, 1.428, 0.872], [6.446, 1.998, 0.389], [5.269, 1.312, 0.600], [3.875, 1.640, 0.219], [3.446, 2.598, -0.373], [3.100, 0.587, 0.691], [1.658, 0.548, 0.508], [0.933, 0.537, 1.854], [-0.576, 0.562, 1.628], [-1.004, -0.643, 0.785], [-2.515, -0.691, 0.583], [-3.193, -1.626, 0.956], [-3.041, 0.390, -0.037], [-4.438, 0.488, -0.377], [-4.685, 0.281, -1.887], [-4.432, -1.166, -2.315], [-5.775, -1.828, -2.002], [-6.778, -0.670, -2.131], [-6.034, 0.539, -2.213], [-0.263, -0.646, -0.556], [1.245, -0.666, -0.326], [6.396, -1.422, 2.274], [8.533, -0.203, 1.905], [8.559, 1.940, 0.723], [6.450, 2.942, -0.133], [1.414, 1.469, -0.036], [1.212, -0.364, 2.401], [1.238, 1.405, 2.443], [-0.846, 1.494, 1.126], [-1.092, 0.537, 2.589], [-0.741, -1.557, 1.327], [-2.431, 1.113, -0.382], [-4.959, -0.282, 0.193], [-4.824, 1.471, -0.091], [-4.079, 1.002, -2.449], [-4.221, -1.205, -3.384], [-3.608, -1.619, -1.769], [-5.769, -2.224, -0.987], [-6.005, -2.640, -2.687], [-7.377, -0.742, -3.044], [-7.458, -0.624, -1.273], [-0.525, 0.242, -1.137], [-0.557, -1.524, -1.135], [1.527, -1.575, 0.206], [1.770, -0.650, -1.284]], "atomic_forces_ev_per_a": [[0.060, -0.057, 0.042], [-0.042, -0.103, 0.049], [0.441, 0.496, -0.211], [-0.168, 0.014, -0.032], [-0.029, -0.098, 0.050], [-0.024, 0.099, -0.058], [-0.167, -0.032, -0.006], [0.448, -0.435, 0.305], [-0.106, 0.169, -0.110], [0.118, 0.036, -0.002], [-0.367, 0.036, -0.071], [-0.142, -0.244, 0.112], [-0.091, 0.220, -0.129], [0.163, -0.223, 0.126], [-0.204, 0.097, -0.094], [0.609, 0.068, 0.124], [-0.243, -0.391, 0.099], [-0.121, 0.338, -0.277], [-0.366, 0.044, -0.311], [0.407, -0.064, 0.245], [-0.072, 0.221, -0.035], [-0.028, 0.125, 0.050], [-0.348, -0.250, -0.060], [0.049, 0.204, 0.041], [0.156, -0.207, 0.155], [-0.089, 0.213, -0.141], [-0.003, -0.098, 0.053], [0.076, -0.027, 0.026], [0.076, 0.034, -0.008], [0.000, 0.096, -0.053], [0.037, -0.145, 0.085], [0.025, 0.015, 0.040], [0.038, -0.024, 0.019], [-0.062, 0.065, 0.002], [-0.057, 0.080, -0.014], [-0.106, 0.048, -0.045], [0.070, -0.087, 0.105], [-0.021, 0.114, -0.005], [-0.019, -0.102, 0.000], [-0.011, -0.086, 0.048], [0.040, 0.010, -0.002], [0.075, -0.053, -0.018], [-0.010, -0.047, 0.000], [-0.010, -0.051, 0.030], [0.012, -0.019, 0.114], [0.037, -0.025, -0.099], [-0.048, 0.027, -0.066], [-0.053, 0.044, -0.067], [0.034, -0.021, -0.028], [0.038, -0.023, 0.019]], "nbo_charge": [-0.5561, 0.6779, -0.0591, -0.1897, -0.1901, -0.1950, -0.1550, -0.1508, 0.6939, -0.5530, -0.4739, -0.0505, -0.4118, -0.3882, -0.3041, 0.6922, -0.6300, -0.6254, -0.2555, 0.0987, -0.4315, -0.4428, -0.0734, -0.5270, -0.3914, -0.4025, 0.2343, 0.2207, 0.2207, 0.2330, 0.2306, 0.2251, 0.2144, 0.1891, 0.2236, 0.2297, 0.3911, 0.2301, 0.2036, 0.1789, 0.2082, 0.2260, 0.2169, 0.2184, 0.1782, 0.1737, 0.1883, 0.2221, 0.2242, 0.2132], "homo_ev": -9.267, "spin_multiplicity": 1, "total_charge": 0, "smiles": "O=C1c2ccccc2C(=O)N1[C@H]1CC[C@H](C(=O)NC[C@H]2CCCO2)CC1", "lumo_ev": -0.4587, "gap_ev": 8.81, "e_tot_ev": -32301.773}